Entry 1:
The molecule C16H13NO4S, computed with wB97M-V/def2-TZVPD.

Computed properties:
DFT total energy ... -37318.224 eV
F_max ... 0.019 hartree/bohr
SMILES string ... Cc1ccccc1NS(=O)(=O)c1ccc2oc(=O)ccc2c1

Atoms and positions in Å:
C -0.9365 -0.8637 -1.8860
C -0.0912 -0.0220 -2.7937
C -0.6907 0.7333 -3.7955
C 0.0590 1.4964 -4.6704
C 1.4397 1.5070 -4.5648
C 2.0541 0.7665 -3.5737
C 1.2985 0.0094 -2.6865
N 1.9397 -0.7197 -1.6483
S 2.2539 0.1624 -0.2429
O 3.4390 -0.4094 0.3234
O 2.2083 1.5707 -0.5040
C 0.8615 -0.2652 0.7950
C -0.0844 0.6884 1.0753
C -1.1792 0.3597 1.8816
C -1.2825 -0.9505 2.3836
C -0.3028 -1.9040 2.0924
C 0.7695 -1.5556 1.3000
H 1.5508 -2.2604 1.0664
H -0.4092 -2.8960 2.5010
O -2.3155 -1.3322 3.1578
C -3.3317 -0.4766 3.5129
O -4.2163 -0.9052 4.2041
C -3.2395 0.8884 3.0084
C -2.2168 1.2871 2.2321
H -2.1488 2.2983 1.8583
H -4.0423 1.5462 3.3002
H 0.0327 1.6815 0.6702
H 2.8135 -1.1343 -1.9435
H 3.1296 0.7738 -3.4714
H 2.0350 2.0945 -5.2469
H -0.4314 2.0765 -5.4376
H -1.7673 0.7136 -3.8873
H -1.7234 -1.3519 -2.4579
H -1.4103 -0.2477 -1.1221
H -0.3310 -1.6185 -1.3922

Force components x, y, z for each atom (eV/Å):
C 0.0 0.0 0.0
C 0.1 -0.1 0.0
C 0.0 0.1 0.0
C -0.1 0.0 0.0
C 0.1 0.0 0.0
C 0.0 0.0 0.0
C -0.5 0.3 -0.5
N 0.3 0.3 0.7
S -0.1 -0.1 0.2
O 0.0 -0.3 -0.1
O -0.3 -0.1 0.0
C 0.5 0.3 -0.4
C -0.1 0.0 0.1
C 0.2 -0.6 0.1
C 0.6 0.5 -0.6
C -0.2 0.1 0.0
C -0.1 0.0 0.1
H 0.0 -0.2 0.0
H 0.0 -0.1 0.0
O 0.0 -0.3 0.1
C -0.5 0.0 0.3
O 0.3 0.1 -0.2
C 0.3 0.3 -0.3
C -0.4 -0.1 0.3
H -0.1 0.1 0.0
H 0.0 0.0 0.0
H -0.1 0.2 0.0
H 0.2 -0.1 0.1
H 0.1 0.0 0.0
H 0.1 0.0 -0.1
H 0.0 0.0 -0.1
H -0.1 0.0 0.0
H -0.1 0.0 0.0
H -0.1 0.0 0.1
H -0.1 -0.1 0.0

In the Mulliken picture, each atom carries the following charge in e: -1.522, 0.698, -0.670, -0.554, -0.665, -0.315, 0.123, -0.233, 1.510, -0.748, -0.674, -0.291, -0.530, 0.978, 0.405, -0.957, -0.342, 0.429, 0.493, -0.385, 0.272, -0.589, -0.378, -0.589, 0.436, 0.423, 0.500, 0.443, 0.396, 0.377, 0.391, 0.429, 0.547, 0.228, 0.364

Entry 2:
The molecule C16H14B2O4, computed with wB97M-V/def2-TZVPD.

Computed properties:
DFT total energy ... -26364.490 eV
F_max ... 0.047 hartree/bohr
SMILES string ... CB(O)c1ccc(B(C)O)c2c1C(=O)c1ccccc1C2=O

Atoms and positions in Å:
C 0.4832 -3.8693 0.0582
B 1.3597 -2.9899 -0.9271
O 2.0805 -3.5440 -1.9849
C 1.4414 -1.4080 -0.7022
C 2.6951 -0.8606 -0.5404
C 2.8205 0.4884 -0.3135
C 1.6972 1.2906 -0.2573
B 1.9485 2.8372 0.0484
C 2.5536 3.2092 1.4711
O 1.6788 3.7803 -0.9046
C 0.4465 0.7513 -0.4572
C 0.3212 -0.6253 -0.6813
C -1.0431 -1.1849 -0.8874
O -1.3022 -2.1496 -1.5882
C -2.1744 -0.4637 -0.2007
C -3.3204 -1.1163 0.1689
C -4.3490 -0.4325 0.7552
C -4.2363 0.9185 1.0031
C -3.0877 1.5631 0.6280
C -2.0630 0.8918 0.0276
C -0.8037 1.5858 -0.4407
O -0.8889 2.7452 -0.8074
H 1.1405 -4.5931 0.5554
H 0.0545 -3.2032 0.8145
H -0.3408 -4.3489 -0.4750
H 2.9245 -3.8703 -1.6492
H 3.5730 -1.4970 -0.5873
H 3.8110 0.9141 -0.1854
H 2.7569 4.2772 1.5793
H 3.5068 2.6667 1.5371
H 1.8912 2.8361 2.2592
H 1.1483 4.4999 -0.5461
H -3.3834 -2.1764 -0.0562
H -5.2406 -0.9985 1.0029
H -5.0664 1.4471 1.4546
H -3.0333 2.6290 0.8286

Force components x, y, z for each atom (eV/Å):
C 0.5 0.7 0.0
B -0.9 0.2 -0.2
O 0.3 0.3 0.8
C 0.2 -2.3 -0.8
C 0.4 0.1 0.0
C 0.5 -0.3 0.2
C 0.6 1.8 -0.2
B -0.2 0.1 0.3
C -0.2 -0.1 -0.7
O -0.3 -0.4 0.1
C -0.8 -0.1 -0.1
C -0.8 0.9 0.3
C -1.0 -0.3 -0.3
O 0.8 0.3 0.5
C 1.0 -0.1 -0.2
C 0.1 -1.2 -0.6
C -0.8 -0.6 0.3
C -0.7 -0.3 0.1
C -0.4 1.7 0.5
C 1.5 -0.1 -0.4
C -0.9 0.6 -0.1
O 0.5 -0.6 0.5
H -0.3 -0.2 -0.1
H 0.0 -0.3 0.1
H 0.3 -0.2 0.1
H 0.0 -0.3 -0.4
H 0.0 0.1 0.0
H -0.1 0.0 0.1
H -0.1 -0.1 0.2
H -0.1 0.1 0.2
H 0.2 0.1 0.1
H 0.4 0.3 -0.1
H -0.1 0.1 0.1
H 0.0 0.2 0.1
H 0.1 0.1 0.0
H 0.3 -0.1 -0.2

In the Mulliken picture, each atom carries the following charge in e: -0.911, 0.421, -0.608, 0.745, -1.296, -0.996, 0.112, 0.408, -1.024, -0.553, 0.438, 0.774, 0.277, -0.576, 0.401, -0.739, -0.530, -0.577, -0.681, 0.452, 0.153, -0.569, 0.354, 0.293, 0.270, 0.309, 0.275, 0.398, 0.270, 0.334, 0.329, 0.311, 0.484, 0.383, 0.406, 0.461

Entry 3:
C16H14BCl5N6Pb as an isolated structure, computed with wB97M-V/def2-TZVPD.

Computed properties:
DFT total energy ... -94275.984 eV
F_max ... 0.088 hartree/bohr
Charge ... +2

Atoms and positions in Å:
C -1.9052 -0.4245 -1.8548
N -0.9646 0.3016 -1.1950
N -0.8070 1.4881 -1.9075
C -1.6511 1.4964 -2.9676
C -2.3674 0.3008 -2.9630
B 0.0882 2.6866 -1.4571
N -0.1110 2.8855 0.0875
N -0.1133 1.8394 1.0092
C -0.4106 2.3851 2.2163
C -0.6480 3.7638 2.0666
C -0.4367 4.0369 0.7206
Pb -1.2051 -0.7131 1.2987
N 1.5692 2.5336 -1.9358
N 2.2274 1.3539 -1.7003
C 3.4643 1.4877 -2.2111
C 3.6011 2.7559 -2.8238
C 2.3701 3.3921 -2.6278
H 4.2139 0.7035 -2.1360
H 2.0225 4.3709 -2.9376
H 4.4650 3.1349 -3.3285
H -0.3239 3.6821 -1.9937
H -0.5195 4.9612 0.1632
H -1.7049 2.3554 -3.6209
H -0.9426 4.4583 2.8351
H -3.1313 -0.0036 -3.6620
H -0.4707 1.7953 3.1321
H -2.2403 -1.3992 -1.5081
H 0.8579 -0.7846 2.5264
C 0.2248 -1.3141 3.2565
H 0.4707 -0.8764 4.2327
H -0.8948 -1.1958 3.1900
H 0.4693 -2.3754 3.2506
Cl -3.7358 -2.9608 1.0631
C -2.2300 -3.7859 0.7748
C -1.0621 -3.0393 0.7799
C 0.1645 -3.6363 0.5519
Cl 1.6134 -2.6741 0.5671
C 0.2399 -5.0182 0.2721
Cl 1.7481 -5.7476 -0.0759
C -0.9470 -5.7892 0.2754
Cl -0.8572 -7.4722 -0.0052
C -2.2004 -5.1746 0.5229
Cl -3.6304 -6.1148 0.5188

Force components x, y, z for each atom (eV/Å):
C 0.7 1.8 -0.2
N -0.5 -0.4 -0.8
N -0.1 -1.1 0.6
C -0.1 -0.9 0.7
C 0.0 0.2 -0.2
B -1.4 0.2 0.7
N 0.2 -1.1 0.8
N 0.3 0.7 0.7
C 0.0 0.6 -1.8
C 0.2 0.0 -0.1
C 0.0 -0.5 0.4
Pb -1.7 2.3 -3.5
N 1.1 1.8 -1.2
N 1.9 -0.2 -0.4
C -0.6 0.2 0.1
C 1.3 -1.8 0.3
C -3.6 -0.7 1.7
H -0.4 0.2 0.0
H 0.0 -0.2 0.1
H 0.2 0.2 -0.2
H 0.1 -0.1 0.0
H 0.0 -0.1 0.2
H 0.0 -0.1 0.0
H 0.1 0.0 -0.1
H 0.1 0.1 0.0
H 0.1 0.1 -0.4
H 0.2 0.2 0.0
H -0.3 0.0 0.1
C 0.2 -0.3 1.8
H 0.0 -0.2 -0.2
H 1.5 -0.4 1.4
H 0.0 0.1 0.1
Cl 0.8 -0.6 -0.2
C 0.1 1.3 0.1
C 0.8 0.5 0.0
C -0.6 1.3 0.1
Cl -0.7 -0.6 -0.2
C 0.5 -1.8 -0.4
Cl -1.0 0.4 0.2
C -0.4 0.1 0.1
Cl -0.1 0.3 0.0
C 0.2 -2.1 -0.3
Cl 0.8 0.6 0.0

In the Mulliken picture, each atom carries the following charge in e: 0.037, -0.236, 0.019, -0.154, -1.098, 0.251, 0.032, -0.330, 0.052, -1.115, -0.138, 1.105, 0.481, -0.527, -0.186, -0.571, 0.002, 0.442, 0.461, 0.441, -0.122, 0.441, 0.449, 0.408, 0.403, 0.390, 0.401, 0.298, -0.947, 0.398, 0.213, 0.362, -0.104, 0.653, -0.932, 0.527, -0.029, 0.060, -0.042, 0.294, -0.100, 0.061, -0.049

- Look up the F_max of the third one.
  0.088 hartree/bohr